Record 1
81
Properties=species:S:1:pos:R:3:forces:R:3 method="wB97M-V/def2-TZVPD" orbital_gap_ev=9.30 e_lumo_ev=0.13 e_above_lowest_ev=2.123
C 4.196 0.606 0.190 -0.038 1.782 -0.513
O 3.016 0.519 0.447 -2.147 -1.067 0.982
N 4.620 1.711 -0.410 0.767 1.822 -0.839
N 5.172 -0.235 0.416 2.056 -1.942 0.601
H 5.608 1.804 -0.599 -0.487 0.653 -0.079
H 3.965 2.481 -0.411 0.354 -0.004 -0.455
H 5.125 -0.903 1.172 -0.564 -0.239 -0.293
H 6.090 0.085 0.141 -0.167 -0.330 0.262
C -2.540 3.934 0.581 -2.733 0.053 -1.276
O -1.765 3.730 -0.317 2.699 -1.084 -0.825
N -2.978 5.100 0.904 0.240 6.168 1.973
N -3.466 3.095 1.006 0.090 -3.586 0.382
H -2.442 5.927 0.684 -0.067 -0.083 0.135
H -3.579 5.132 1.715 0.232 0.619 -0.279
H -4.188 3.287 1.685 0.407 -0.261 -0.345
H -3.226 2.195 0.616 -0.865 -1.415 0.763
C -3.845 2.271 -3.203 0.718 -2.072 -3.849
O -4.152 2.023 -4.381 0.921 0.647 -0.122
N -2.659 2.406 -2.655 3.008 1.030 0.094
N -4.733 2.132 -2.290 -4.413 0.011 3.787
H -1.789 2.326 -3.161 -0.444 0.160 -0.113
H -2.620 2.764 -1.712 0.523 0.010 -0.211
H -4.425 2.034 -1.333 -0.568 -0.042 -0.158
H -5.641 1.805 -2.588 0.189 0.175 0.281
C -0.113 0.174 -1.449 1.214 0.344 -1.191
O -1.089 -0.132 -2.064 -3.446 -1.369 -1.458
N 0.026 1.206 -0.709 -2.343 5.254 4.245
N 1.077 -0.260 -1.645 5.102 -4.232 -1.600
H -0.813 1.733 -0.515 0.088 0.297 0.335
H 0.819 1.367 -0.105 0.020 -0.046 -0.269
H 1.764 -0.135 -0.915 0.189 0.080 -0.134
H 1.288 -1.002 -2.297 -0.253 -0.316 0.187
C 1.198 -3.777 2.341 -1.232 -0.541 0.812
C 2.226 -2.727 2.052 1.357 -1.312 -0.579
C 3.563 -3.452 2.061 1.483 1.441 0.479
O 4.617 -2.416 1.994 -0.153 -0.176 -0.324
C 5.966 -2.863 1.983 -0.425 -1.427 1.339
N 1.924 -2.246 0.738 -0.442 0.705 -0.813
H 1.208 -4.607 1.634 0.169 0.348 -0.451
H 0.213 -3.313 2.292 -0.189 -0.138 -0.029
H 1.260 -4.289 3.301 0.234 0.414 0.373
H 2.274 -1.892 2.750 -0.026 -0.253 0.621
H 3.760 -4.153 1.250 -0.503 0.024 -0.210
H 3.626 -3.979 3.013 0.372 -0.079 0.158
H 6.738 -2.133 1.742 -0.614 0.477 -0.353
H 6.123 -3.757 1.379 -0.145 0.073 -0.430
H 6.188 -3.175 3.004 0.305 -0.128 0.226
H 1.137 -1.634 0.900 -0.661 0.015 -0.439
H 2.600 -1.564 0.423 0.553 -0.109 0.131
C -1.483 0.211 2.127 -1.026 -0.251 1.174
C -2.821 -0.318 1.547 0.653 -0.120 0.847
C -3.949 -0.081 2.581 0.292 -0.045 0.576
O -3.751 -0.753 3.812 -0.224 -1.061 0.109
C -3.908 -2.186 3.773 0.997 0.346 0.454
N -3.083 0.377 0.312 -0.279 0.325 -0.091
H -0.582 0.258 1.515 -0.480 -0.193 -0.309
H -1.260 -0.351 3.034 0.167 -0.200 -0.021
H -1.739 1.199 2.509 0.386 0.362 -0.204
H -2.750 -1.380 1.312 0.023 -0.331 0.396
H -4.971 -0.295 2.265 -0.027 -0.334 -0.789
H -3.982 0.966 2.882 0.274 0.231 -0.208
H -4.816 -2.572 3.308 -0.128 0.419 -0.250
H -3.869 -2.566 4.794 -0.313 0.418 0.178
H -3.022 -2.647 3.336 -0.060 -0.037 -0.550
H -4.019 0.135 0.020 -0.055 -0.228 -0.602
H -2.401 0.004 -0.332 -0.280 0.154 -0.874
O -3.383 -1.104 -3.805 -0.120 -0.496 -0.027
H -2.799 -0.876 -3.082 0.349 0.151 0.250
H -3.653 -0.261 -4.170 -0.153 0.519 -0.260
O 2.286 3.809 -1.609 0.398 0.130 0.279
H 1.360 3.618 -1.761 -0.372 -0.222 -0.162
H 2.286 4.465 -0.913 -0.034 0.284 0.153
O 2.097 -3.181 -3.771 0.283 -0.433 0.315
H 1.521 -2.525 -4.162 -0.483 0.547 -0.162
H 2.976 -2.930 -4.057 0.214 0.022 -0.068
O 3.035 1.599 -3.092 0.294 -0.169 -0.576
H 2.472 1.154 -2.459 -0.300 -0.201 0.112
H 3.333 2.386 -2.637 -0.055 0.188 0.037
O 0.225 -1.068 -4.407 0.682 -0.282 -0.545
H -0.433 -1.584 -4.873 -0.349 -0.058 -0.158
H -0.242 -0.706 -3.655 -0.635 0.211 0.444

Record 2
75
Properties=species:S:1:pos:R:3:forces:R:3 method="wB97M-V/def2-TZVPD" orbital_gap_ev=3.92 e_lumo_ev=-7.04 total_charge=+1
Cd -3.087 -3.240 -0.778 -0.037 2.237 0.194
C -0.148 -0.297 -0.540 0.138 0.048 0.201
C -1.419 -0.539 0.300 1.015 0.166 -0.246
O -2.452 -1.256 -0.309 -1.361 -1.091 -1.353
H 0.606 0.286 -0.011 -0.289 0.326 0.396
H -0.300 0.265 -1.461 -0.337 0.034 0.043
H 0.453 -1.169 -0.796 -0.365 -0.646 -0.096
H -1.884 0.428 0.493 0.226 0.416 0.135
H -1.163 -0.969 1.268 0.224 -0.147 0.196
O -4.715 -0.183 1.385 -0.266 0.077 0.206
H -3.878 -0.421 0.986 0.455 -0.267 -0.722
H -5.151 -1.021 1.546 -0.211 -0.005 0.160
O -1.251 -3.989 -0.055 1.040 -0.880 0.257
H -1.002 -4.452 0.745 0.028 -0.392 0.380
H -0.422 -3.689 -0.427 0.452 0.373 -0.318
O -3.448 0.846 -2.053 -0.535 -0.097 0.181
H -2.725 1.282 -2.504 0.335 0.340 -0.517
H -3.050 0.072 -1.654 0.072 -0.293 0.358
O -1.315 1.784 -3.770 -0.910 0.542 0.367
H -0.444 1.424 -3.604 0.781 -0.005 -0.105
H -1.470 1.621 -4.700 -0.145 0.031 -0.232
O -0.910 2.669 2.055 0.326 0.117 -0.372
H -1.456 2.103 2.601 -0.680 -0.135 0.361
H -0.096 2.179 1.940 0.318 0.039 -0.033
O -3.653 -3.390 1.366 -0.527 -0.327 0.107
H -4.523 -3.524 1.741 -0.527 -0.060 0.166
H -3.049 -3.670 2.054 0.428 0.037 0.312
O -1.308 -1.440 -3.527 -0.122 -0.445 -0.258
H -1.755 -2.201 -3.158 -0.040 -0.094 -0.186
H -1.071 -0.909 -2.767 -0.252 0.315 0.606
C 1.549 -2.379 2.266 -0.008 1.127 -0.160
C 2.872 -2.877 2.793 -0.629 0.109 -1.361
O 3.071 -2.437 4.083 0.457 0.363 1.129
H 1.428 -2.715 1.237 -0.545 -0.593 0.043
H 1.571 -1.297 2.132 0.159 0.223 0.239
H 0.743 -2.533 2.983 -0.226 -0.573 -0.315
H 3.631 -2.428 2.152 0.268 -0.525 -0.309
H 2.854 -3.964 2.719 0.468 -0.199 0.090
H 3.942 -2.033 4.074 -0.026 0.049 0.590
C 0.868 4.562 -0.570 -1.175 -0.286 -0.564
C 0.239 3.718 -1.693 0.504 0.252 0.265
O -0.829 4.394 -2.301 -0.193 0.624 -0.036
H 1.083 5.558 -0.956 0.238 -0.079 -0.064
H 1.769 4.088 -0.181 -0.061 0.075 0.073
H 0.100 4.688 0.194 0.255 -0.055 0.306
H -0.192 2.780 -1.343 0.506 -0.368 0.501
H 1.011 3.518 -2.436 0.218 -0.295 -0.183
H -1.257 3.724 -2.838 -0.289 0.059 -0.323
C -2.628 -0.393 4.524 0.023 0.327 0.069
C -3.631 0.757 4.359 1.162 -0.553 -0.171
O -3.274 1.458 3.156 -0.103 0.072 1.060
H -2.785 -1.016 5.404 -0.289 -0.118 -0.078
H -1.629 0.029 4.638 0.064 0.053 -0.114
H -2.634 -0.974 3.602 0.008 -0.356 0.011
H -3.502 1.400 5.230 -0.324 0.362 -0.307
H -4.650 0.371 4.313 -0.119 0.209 -0.016
H -3.642 0.928 2.445 -0.387 0.123 -0.218
C 3.855 0.559 0.629 -0.113 0.548 0.358
C 5.267 0.700 1.249 -1.987 -0.636 -0.364
O 6.065 1.170 0.209 0.693 0.088 -0.210
H 3.399 1.547 0.561 -0.062 0.048 -0.104
H 3.179 -0.062 1.215 0.133 -0.028 0.287
H 3.858 0.143 -0.378 0.430 -0.047 0.011
H 5.512 -0.294 1.624 0.702 -0.164 -0.032
H 5.228 1.377 2.102 0.055 0.143 0.047
H 6.945 1.367 0.538 0.124 0.049 -0.007
C 2.175 -0.182 -5.826 -0.173 -0.399 1.056
C 2.032 -0.254 -4.281 0.047 1.284 -0.102
O 0.752 0.236 -3.784 1.063 -0.650 -0.432
H 1.806 0.754 -6.245 -0.244 -0.069 0.233
H 1.641 -1.040 -6.234 -0.004 0.182 -0.394
H 3.224 -0.235 -6.118 0.030 -0.242 0.128
H 2.753 0.405 -3.797 0.101 -0.035 -0.115
H 2.196 -1.250 -3.871 0.023 -0.166 -0.262
H 0.119 -0.467 -3.944 -0.008 -0.149 -0.445

Record 3
34
Properties=species:S:1:pos:R:3:forces:R:3 method="wB97M-V/def2-TZVPD" orbital_gap_ev="5.92 / 5.90" spin_multiplicity=3 e_lumo_ev="6.30 / 6.30" e_above_lowest_ev=0.239 total_charge=-3
Ni 8.535 -13.997 24.866 0.822 2.621 0.847
C 6.438 -10.322 25.359 1.549 -2.496 -0.214
C 7.059 -11.619 25.363 -0.779 1.694 0.371
C 6.551 -12.675 26.395 -0.356 1.460 -0.531
O 7.111 -13.793 26.268 0.134 -1.285 0.141
C 5.606 -12.297 27.355 1.553 -1.797 -1.567
C 5.205 -10.969 27.460 -0.179 0.515 2.570
C 5.628 -9.949 26.421 -0.943 2.876 -0.669
O 5.266 -8.733 26.501 -0.117 -1.556 0.668
O 4.670 -10.610 28.531 -0.377 0.575 -0.833
O 8.030 -11.960 24.642 -0.630 -0.680 -0.106
H 6.804 -9.530 24.722 0.068 -0.109 -0.161
H 5.437 -13.005 28.155 -0.320 0.120 0.113
C 11.794 -11.477 25.122 1.500 0.925 -1.518
C 12.429 -10.772 24.031 -0.036 -0.653 1.316
C 11.851 -11.071 22.584 0.822 -0.246 -1.179
O 12.308 -10.463 21.607 -0.009 0.493 0.527
C 10.914 -12.140 22.390 1.171 0.131 1.489
C 10.568 -12.918 23.474 -1.877 0.934 -1.829
C 10.952 -12.505 24.863 -1.503 -1.016 1.788
O 10.359 -13.110 25.832 -0.637 -0.944 -1.142
O 9.651 -13.811 23.288 0.612 -0.576 0.642
O 13.403 -10.033 24.232 -0.452 0.094 -0.941
H 12.161 -11.338 26.129 -0.144 0.221 0.049
H 10.519 -12.380 21.416 0.048 0.150 -0.100
N 8.849 -15.928 25.041 2.149 -3.749 2.426
S 8.837 -17.170 24.075 -1.629 0.363 -4.535
O 7.886 -18.191 24.390 0.527 -0.086 -0.094
O 10.109 -17.486 23.485 -0.252 -0.584 0.879
F 8.107 -16.398 22.869 -0.004 -0.089 0.240
S 9.674 -16.732 26.323 -2.256 1.930 4.962
O 10.970 -16.271 26.682 0.685 -0.588 -1.633
O 9.246 -18.072 26.710 1.221 0.740 -2.014
F 8.836 -15.962 27.428 -0.358 0.612 0.036

Record 4
25
Properties=species:S:1:pos:R:3:forces:R:3 method="wB97M-V/def2-TZVPD" orbital_gap_ev=6.81 e_lumo_ev=1.16 e_above_lowest_ev=6.535 total_charge=-1
In -0.171 10.995 -15.542 -3.488 -4.638 -1.918
C -1.016 14.229 -17.647 4.068 -3.864 6.128
C -0.713 12.960 -16.970 -3.670 2.225 -4.238
C -1.574 11.661 -17.404 -1.686 4.558 -4.845
O -1.468 10.662 -16.627 -7.933 -2.989 -6.689
C -2.299 11.812 -18.630 2.774 -2.693 4.989
C -2.387 13.054 -19.246 -3.418 0.284 -5.775
C -1.812 14.321 -18.699 -2.559 5.713 -3.723
O -2.049 15.543 -19.165 0.207 -4.887 0.843
O -3.053 13.029 -20.357 2.154 0.968 3.143
O 0.091 12.729 -16.040 1.244 7.843 -2.116
H -0.561 15.068 -17.141 0.026 0.322 -0.438
H -2.650 10.891 -19.071 -0.544 0.323 -0.244
C 2.736 10.369 -13.273 -5.734 1.982 -3.593
C 1.482 10.436 -14.012 6.298 -5.842 4.732
C 0.679 9.082 -14.363 5.158 -4.953 4.770
O -0.424 9.187 -14.910 -2.269 -2.660 -0.174
C 1.270 7.794 -13.897 -2.132 5.650 -0.886
C 2.426 7.876 -13.074 2.290 -5.146 -1.038
C 3.159 9.178 -12.748 3.915 0.197 2.235
O 4.238 9.324 -12.087 -2.137 -2.234 -0.731
O 2.990 6.728 -12.903 -0.824 3.505 0.807
O 0.974 11.475 -14.414 7.969 6.439 8.689
H 3.239 11.307 -13.085 0.116 -0.150 0.124
H 0.745 6.863 -14.053 0.174 0.047 -0.054